[1]
Computed, not measured: a structure of composition C24H41ClO15Si2 at a distorted geometry, with wB97M-V/def2-TZVPD.

The geometry in XYZ format:
```
83
Properties=species:S:1:pos:R:3:forces:R:3
C 1.563 0.060 5.551 -1.13 0.03 -0.39
C 1.674 1.523 5.178 -1.47 -2.19 -0.24
O 2.523 2.212 5.590 2.41 2.11 0.95
O 0.729 1.942 4.317 0.07 -0.36 -0.63
C 1.134 3.064 3.519 -0.26 0.53 -0.51
C 2.339 2.813 2.582 -0.47 0.41 -0.54
C 1.936 2.601 1.091 0.80 -0.50 0.03
C 1.953 1.121 0.621 -0.72 0.02 0.23
C 1.259 0.129 1.590 -0.04 -0.38 -0.32
Si -0.622 0.208 1.582 0.70 0.41 1.37
O -1.167 -0.587 2.995 -0.64 -0.45 -1.72
Si -2.254 -1.851 2.744 0.77 -0.88 0.78
C -1.456 -3.431 3.456 -0.27 0.68 0.48
C -0.027 -3.210 3.988 0.10 -0.43 0.03
C 1.019 -3.422 2.914 0.26 0.68 2.61
O 0.793 -3.880 1.862 -0.67 -0.97 -2.94
O 2.290 -3.047 3.254 -0.33 0.81 0.14
C -3.949 -1.657 3.581 0.78 0.88 -0.59
C -4.380 -0.267 4.051 1.76 -1.32 -1.77
O -5.258 -0.169 4.784 -3.06 0.71 2.75
Cl -3.629 1.247 3.482 0.34 -0.16 -0.44
H 0.498 -0.206 5.535 0.20 -0.07 0.15
H 2.027 -0.564 4.777 0.13 0.18 0.16
H 2.000 -0.140 6.526 0.06 0.12 -0.15
H 0.278 3.287 2.873 -0.04 -0.22 0.30
H 1.263 3.953 4.144 0.28 -0.33 0.12
H 2.975 1.976 2.886 -0.09 0.22 0.26
H 2.946 3.726 2.607 0.04 -0.26 0.20
H 2.708 3.109 0.498 -0.32 0.00 -0.08
H 0.978 3.079 0.855 0.11 -0.08 0.16
H 1.433 1.051 -0.347 0.36 0.07 0.31
H 2.979 0.784 0.436 -0.09 0.20 0.09
H 1.599 0.229 2.626 -0.03 0.09 -0.15
H 1.541 -0.894 1.281 -0.13 0.19 0.05
H -1.203 -0.373 0.361 -0.01 -0.07 -0.04
H -1.025 1.629 1.669 -0.14 -0.01 -0.05
H -2.419 -2.091 1.304 -0.21 0.23 -0.17
H -1.528 -4.219 2.701 0.32 0.23 0.22
H -2.058 -3.773 4.310 -0.04 0.07 -0.25
H 0.147 -3.917 4.812 0.30 0.11 -0.21
H 0.142 -2.215 4.410 -0.14 -0.10 -0.08
H 2.648 -2.666 2.436 0.37 -0.45 0.14
H -4.028 -2.320 4.448 0.04 0.22 -0.02
H -4.736 -1.996 2.892 0.18 0.14 0.01
C -0.272 3.503 -5.082 0.48 0.13 0.41
C 0.174 2.210 -4.445 -0.42 0.57 -0.25
C -0.479 1.916 -3.120 -0.30 -0.26 0.13
O 0.512 1.120 -2.456 0.30 0.23 -0.31
C 1.723 1.488 -2.976 0.03 0.01 -0.09
O 2.773 1.174 -2.521 0.00 -0.05 0.02
O 1.562 2.262 -4.078 -0.03 -0.33 0.34
H 0.020 4.358 -4.468 -0.10 -0.12 0.18
H 0.205 3.626 -6.041 0.02 -0.15 -0.02
H -1.351 3.519 -5.227 0.03 -0.07 -0.07
H 0.041 1.380 -5.144 0.01 -0.05 0.08
H -1.409 1.361 -3.226 0.10 -0.13 0.12
H -0.663 2.812 -2.520 0.05 0.07 -0.12
C 0.811 7.902 -9.448 -0.41 0.14 0.09
C 0.957 6.669 -8.590 0.10 0.57 -0.40
C 1.668 5.525 -9.268 0.33 -0.11 0.03
O 1.105 4.386 -8.609 -0.24 0.10 0.05
C -0.137 4.741 -8.189 -0.24 0.01 -0.18
O -0.950 3.978 -7.777 -0.04 0.18 -0.46
O -0.322 6.083 -8.299 0.17 -0.40 0.12
H 0.180 7.700 -10.315 0.11 -0.11 -0.03
H 0.328 8.701 -8.885 0.09 0.01 0.01
H 1.784 8.258 -9.789 0.02 -0.05 0.05
H 1.435 6.924 -7.639 0.01 -0.11 0.00
H 2.746 5.558 -9.128 -0.04 -0.18 0.10
H 1.447 5.454 -10.336 -0.07 0.11 0.02
C -0.858 -9.605 3.079 -0.25 -0.15 0.34
C -1.720 -8.532 2.458 0.48 -0.47 0.15
C -0.956 -7.316 1.999 0.14 0.11 -0.34
O -1.940 -6.283 2.108 -0.21 -0.32 0.18
C -2.815 -6.664 3.078 -0.13 0.02 0.06
O -3.637 -5.953 3.559 0.05 -0.03 -0.06
O -2.619 -7.964 3.423 -0.05 0.37 -0.21
H -0.393 -9.245 3.998 0.06 0.11 -0.10
H -1.464 -10.470 3.350 0.03 -0.01 -0.08
H -0.080 -9.930 2.388 -0.04 0.04 -0.04
H -2.320 -8.953 1.646 -0.01 0.11 -0.02
H -0.602 -7.405 0.975 -0.11 0.19 -0.02
H -0.113 -7.064 2.648 -0.03 -0.11 0.06
```
Forces are in eV/Å.

Calculated values
Charge: 0
E in Ha: -3107.0391
Multiplicity: 1
Kohn-Sham gap in Eh: 0.3809



[2]
Computed, not measured: a structure of composition C15H41BN2NbO8S2 at a distorted geometry, with wB97M-V/def2-TZVPD.

The geometry in XYZ format:
```
70
Properties=species:S:1:pos:R:3:forces:R:3
C -2.297 4.633 -1.976 -0.09 -0.55 0.43
C -2.854 3.738 -0.871 -0.45 1.02 -0.08
C -1.963 3.705 0.354 -0.15 -0.40 -0.45
C -0.763 2.773 0.228 -0.42 0.23 0.89
O -1.025 1.546 -0.424 1.77 -0.54 1.02
Nb 0.278 0.031 0.148 -3.43 -0.81 -3.60
C 1.416 0.029 -1.831 0.81 0.60 0.58
C 1.940 1.433 -2.271 -0.82 -2.05 -0.09
C 0.977 2.227 -3.102 0.02 -1.08 0.66
N -0.277 1.703 -3.422 -0.01 -0.39 -0.11
O 1.300 3.296 -3.508 0.47 2.77 -0.59
C -0.841 -0.142 2.149 0.66 -0.05 0.62
O -0.302 0.638 3.206 0.31 -0.23 -0.92
O -1.256 0.675 4.260 -0.68 0.52 1.21
O -0.876 -1.507 -0.579 0.83 1.53 0.93
C -2.219 -1.161 -0.868 -0.18 -1.45 0.01
C -3.116 -2.394 -0.890 -0.13 0.29 -1.01
C -2.826 -3.344 -2.072 -0.30 0.26 1.36
B 1.883 -1.410 1.086 0.76 0.00 0.82
N 2.006 -1.651 2.552 0.62 0.06 -0.51
O 2.830 -2.105 0.299 -0.28 0.43 -0.20
H -2.966 4.693 -2.826 -0.07 -0.12 -0.31
H -2.192 5.637 -1.583 0.27 0.30 0.01
H -1.334 4.238 -2.271 0.36 0.20 -0.35
H -3.077 2.746 -1.237 0.11 -0.36 -0.03
H -3.795 4.193 -0.568 -0.38 -0.11 0.06
H -1.592 4.705 0.566 0.09 0.25 0.04
H -2.565 3.427 1.212 -0.11 -0.29 0.24
H -0.473 2.539 1.248 0.26 0.23 0.33
H 0.089 3.307 -0.188 0.13 -0.03 -0.51
H 1.361 1.363 0.791 0.30 -0.38 -0.02
H 0.773 -0.402 -2.595 -0.28 -0.08 -0.05
H 2.292 -0.611 -1.803 0.12 -0.34 0.17
H 2.800 1.265 -2.910 0.39 0.34 -0.19
H 2.265 1.968 -1.391 0.01 0.60 0.00
H -0.163 0.930 -4.068 -0.36 -0.28 0.32
H -0.843 2.435 -3.825 0.04 0.05 -0.33
H -0.814 -1.198 2.450 -0.12 -0.24 0.11
H -1.887 0.139 2.026 -0.21 0.19 -0.34
H -1.644 -0.208 4.274 0.14 -0.32 -0.12
H -2.649 -0.480 -0.139 0.16 0.49 -0.01
H -2.242 -0.752 -1.876 -0.13 0.54 -0.08
H -4.123 -2.013 -1.052 -0.29 0.17 0.24
H -3.110 -2.910 0.062 0.11 -0.13 0.26
H -3.769 -3.750 -2.410 -0.17 -0.21 -0.39
H -2.233 -4.171 -1.719 0.47 -0.27 -0.32
H -2.335 -2.799 -2.866 0.19 -0.05 -0.33
H 1.208 -2.176 2.890 -0.05 0.15 0.25
H 2.022 -0.732 2.991 -0.47 -0.07 0.24
H 3.660 -1.617 0.403 0.10 -0.39 0.09
C 1.232 -5.026 -1.941 0.12 0.16 0.13
S 0.372 -5.945 -3.212 0.06 0.09 -0.03
O -1.036 -6.083 -2.760 -0.05 -0.22 -0.02
C 1.187 -7.520 -2.899 0.05 -0.11 0.05
H 0.840 -4.010 -1.935 -0.02 -0.01 0.00
H 1.059 -5.488 -0.969 -0.07 -0.03 -0.03
H 2.299 -5.001 -2.161 -0.01 0.03 -0.04
H 1.021 -7.820 -1.865 -0.04 0.05 0.01
H 2.255 -7.421 -3.100 -0.01 0.02 -0.01
H 0.758 -8.263 -3.570 -0.04 0.05 -0.02
C 3.638 3.792 4.829 0.02 0.15 0.00
S 3.037 2.094 4.789 -0.15 -0.02 0.12
O 3.085 1.651 3.377 0.15 -0.03 -0.06
C 1.326 2.494 5.160 -0.04 0.06 0.12
H 4.698 3.782 4.578 0.00 -0.06 -0.01
H 3.094 4.390 4.097 -0.03 -0.06 -0.03
H 3.504 4.201 5.831 0.00 -0.02 0.01
H 0.937 3.178 4.406 0.03 -0.06 -0.07
H 1.268 2.944 6.153 0.06 -0.01 0.01
H 0.749 1.572 5.141 0.04 0.01 -0.06
```
Forces are in eV/Å.

Calculated values
Charge: -1
E in Ha: -2185.5622
Multiplicity: 1
Kohn-Sham gap in Eh: 0.2506



[3]
Computed, not measured: the molecule C6H8N2OS at a distorted geometry, with wB97M-V/def2-TZVPD.

The geometry in XYZ format:
```
18
Properties=species:S:1:pos:R:3:forces:R:3
C -2.781 -0.728 -0.889 -1.96 3.62 -0.21
C -1.578 -0.567 -0.068 -0.59 1.02 -0.25
N -0.802 -1.496 0.178 -0.32 -2.00 -0.60
C 0.339 -1.175 0.883 1.03 1.23 1.23
C 1.503 -0.855 -0.033 0.64 0.41 -1.55
O 2.174 -1.513 -0.781 0.27 -0.10 0.22
N 1.408 0.507 0.137 -0.99 -2.86 1.25
C 2.110 1.616 -0.332 -1.56 3.42 -1.33
C 0.322 0.343 1.203 2.33 1.78 -1.15
S -1.211 1.075 0.658 -0.18 -0.81 0.25
H -2.857 -1.591 -1.491 0.61 -0.77 -0.91
H -2.990 0.302 -1.465 0.45 -2.50 0.92
H -3.637 -0.824 -0.210 0.00 0.23 0.10
H 0.588 -1.807 1.714 -0.09 -0.57 0.33
H 1.328 2.271 -0.888 0.92 -0.56 1.00
H 2.467 2.290 0.513 0.24 -1.03 -1.17
H 2.762 1.447 -1.209 0.35 -0.49 1.17
H 0.855 0.705 2.081 -1.14 -0.01 0.68
```
Forces are in eV/Å.

Calculated values
Energy relative to the best compared isomer or geometry (same formula, charge and spin) in eV: 1.674
Charge: 0
E in Ha: -816.3236
Multiplicity: 1
Kohn-Sham gap in Eh: 0.3634



[4]
Computed, not measured: the molecule C9H13P at a distorted geometry, with wB97M-V/def2-TZVPD.

The geometry in XYZ format:
```
23
Properties=species:S:1:pos:R:3:forces:R:3
C 2.610 -0.597 -1.363 -3.34 -2.62 0.23
C 2.300 0.083 -0.277 2.92 1.83 1.63
C 3.480 1.255 0.276 -3.23 -1.60 -0.44
P 0.975 -0.202 0.995 2.03 1.51 0.43
C -0.150 -1.436 0.568 -1.46 -2.17 -1.36
C -1.376 -0.908 0.247 1.87 -0.78 0.90
C -2.552 -1.814 0.046 -0.94 -0.30 -0.08
C -1.313 0.535 0.294 -0.99 1.98 -0.80
C -2.605 1.273 -0.022 0.30 1.79 -1.02
C -0.117 1.157 0.576 -1.80 -2.02 0.24
H 1.929 -1.500 -1.677 1.35 1.86 0.45
H 3.407 -0.367 -1.988 1.43 0.35 -0.89
H 3.188 2.233 -0.057 -0.37 0.49 -0.39
H 4.497 1.112 -0.051 0.13 -0.69 -0.03
H 3.341 1.279 1.355 0.51 -0.18 0.08
H -0.065 -2.562 0.611 0.44 1.52 0.02
H -3.175 -1.951 0.944 0.45 0.19 0.10
H -2.205 -2.835 -0.227 -0.25 0.77 -0.03
H -3.306 -1.450 -0.674 0.63 -0.15 -0.10
H -2.451 2.366 -0.394 0.07 -1.75 1.01
H -3.233 1.311 0.890 -0.15 -0.17 -0.80
H -3.079 0.819 -0.932 -0.04 0.06 1.20
H -0.103 2.198 0.859 0.43 0.08 -0.35
```
Forces are in eV/Å.

Calculated values
Energy relative to the best compared isomer or geometry (same formula, charge and spin) in eV: 1.053
Charge: 0
E in Ha: -691.9801
Multiplicity: 1
Kohn-Sham gap in Eh: 0.3258